The following is a DFT calculation (ωB97M-V/def2-TZVPD) of the molecule C3H7N3O2 in a non-equilibrium geometry.

Each line ends with the natural charge from an NBO analysis.
Element x y z (Å)
N: -2.054261 1.145590 -1.311272  -0.67
N: -2.004477 1.519215 0.131688  -0.35
C: -1.231889 1.341685 0.992895  0.40
O: -0.176526 0.691142 1.305417  -0.39
N: 0.076174 -0.305572 0.243548  -0.16
C: 1.298203 -0.574619 0.615835  0.08
C: 2.121335 -1.764915 -0.041023  -0.15
O: 1.677998 -1.831546 -1.438717  -0.72
H: -1.857298 0.027111 -1.533430  0.35
H: -2.943920 1.318385 -1.723812  0.36
H: -1.210926 2.521834 1.610199  0.14
H: 2.144231 -0.052964 1.446064  0.22
H: 1.967352 -2.714458 0.452883  0.21
H: 3.218752 -1.508411 -0.385537  0.21
H: 1.422088 -0.995802 -1.653961  0.46

Force components x, y, z for each atom (eV/Å):
2.4 -4.4 1.5
-6.1 0.5 -9.0
2.1 6.5 6.1
0.9 -1.8 -0.7
4.2 0.1 3.2
3.3 -1.7 0.0
0.3 2.9 -3.6
0.3 -4.6 1.5
-0.5 3.6 1.1
-0.9 0.5 0.6
0.0 -3.8 -0.2
-3.6 -0.9 -2.0
0.1 -0.1 0.1
-1.5 -0.3 2.6
-1.2 3.6 -1.1

Calculated values
spin multiplicity = 1
SMILES string = N/N=C\O/N=C/CO
energy = -432.9722 a.u.

***

The following is a DFT calculation (ωB97M-V/def2-TZVPD) of a cluster of 3 separate species, C3H7N3O3 in total in a non-equilibrium geometry.

Each line ends with the natural charge from an NBO analysis.
Element x y z (Å)
C: 0.700891 -2.487137 0.026977  -0.28
C: -0.850628 0.278128 1.047445  0.17
C: 0.287837 0.347736 -1.151512  0.22
H: 0.600753 -3.531008 -0.487246  0.21
H: 1.698900 -1.951181 -0.205218  0.19
H: 0.769285 -2.807532 1.046391  0.19
H: -1.346716 -0.238226 2.022882  0.24
H: -1.915222 2.725229 2.080378  0.45
H: 1.432118 -0.376179 -1.714075  0.24
H: 0.324684 3.024189 -2.539660  0.49
N: -0.257433 -0.297796 0.014748  -0.20
N: -0.746001 1.565599 1.196311  -0.23
N: -0.218841 1.698198 -1.344626  -0.16
O: -0.478593 -1.642301 -0.228101  -0.36
O: -1.004501 1.611382 2.628748  -0.54
O: 1.003468 2.080900 -2.393441  -0.63

Force components x, y, z for each atom (eV/Å):
0.9 -0.5 -0.9
-0.9 1.6 2.9
-0.9 3.6 0.9
-0.1 2.4 0.1
-1.8 -0.9 0.0
-0.2 0.4 1.0
1.5 0.3 -2.9
2.8 -3.5 3.1
-4.1 2.8 1.6
3.9 -3.9 -0.1
2.1 -1.4 -4.2
0.0 -2.9 1.1
6.6 -7.5 -1.6
0.5 -1.7 0.1
-4.0 6.3 -2.3
-6.4 4.9 1.1

Calculated values
spin multiplicity = 1
energy = -507.9829 a.u.

***

The following is a DFT calculation (ωB97M-V/def2-TZVPD) of a cluster of 2 separate species, C3H7N3O4 in total in a non-equilibrium geometry.

Each line ends with the natural charge from an NBO analysis.
Element x y z (Å)
C: 0.812455 -0.094969 0.485824  -0.16
C: -0.572346 0.694352 0.665925  -0.27
C: 0.671031 -0.680548 -1.012002  0.82
H: 2.058163 1.738609 0.524710  0.39
H: 2.521760 0.605877 1.599196  0.40
H: 1.079324 -1.081070 0.974481  0.26
H: -0.664342 0.799582 1.789511  0.23
H: -0.765794 1.678082 0.136274  0.26
H: -1.014615 -1.827924 0.099807  0.50
H: 2.191692 0.350723 -1.563556  0.50
N: 1.946144 0.747557 0.767998  -0.89
N: -1.775513 -0.009597 0.166117  0.01
N: -2.401924 0.432245 -0.925732  0.17
O: -2.073365 -1.276974 0.691060  -0.57
O: -3.520662 -0.156155 -1.278532  -0.41
O: 1.546214 -0.165424 -1.984277  -0.65
O: -0.038222 -1.754365 -1.136803  -0.59

Force components x, y, z for each atom (eV/Å):
-0.3 0.3 -2.1
-1.3 -0.7 1.1
1.2 -2.7 0.0
-1.0 -0.8 -0.2
-0.7 -0.6 -0.5
-1.3 1.3 0.3
-0.3 0.2 -1.3
1.5 -0.9 0.6
-3.5 1.4 1.2
1.4 1.4 1.5
1.2 0.8 -0.2
-1.0 -1.2 -0.3
-3.6 -1.4 -0.2
4.3 -0.5 -2.1
5.1 1.8 1.7
-4.3 -3.2 0.5
2.5 4.7 0.1

Calculated values
spin multiplicity = 1
energy = -583.5146 a.u.

***

The following is a DFT calculation (ωB97M-V/def2-TZVPD) of the molecule C3H7N3OS in a non-equilibrium geometry.

Each line ends with the natural charge from an NBO analysis.
Element x y z (Å)
O: 0.024009 2.499447 0.066852  -0.59
N: -1.004532 1.560847 0.069934  -0.20
C: -0.532301 0.366114 -0.052669  0.34
N: -1.383220 -0.719601 0.037867  -0.76
S: -3.059623 -0.578595 0.161483  0.20
C: 0.909952 0.026271 -0.139548  -0.15
C: 1.530448 -0.964692 0.823047  -0.23
N: 1.178139 -1.359164 -0.568670  -0.61
H: -0.389194 3.376835 0.163841  0.48
H: -1.019939 -1.525055 -0.438289  0.42
H: -3.291655 0.212856 -0.958775  0.10
H: 1.572985 0.800162 -0.517534  0.24
H: 0.927556 -1.454104 1.498662  0.21
H: 2.562795 -0.842887 1.045320  0.20
H: 1.974577 -1.398434 -1.191528  0.36

Force components x, y, z for each atom (eV/Å):
0.6 0.8 0.1
-0.2 -0.9 -0.3
-0.4 1.1 0.8
0.0 0.2 -0.1
0.0 0.6 -0.8
0.6 -0.7 0.1
0.1 0.9 -2.9
0.0 0.3 0.4
-0.1 -0.9 -0.1
0.1 -0.3 -0.2
0.1 -0.6 0.7
-0.3 -0.1 0.1
-1.1 -0.7 1.6
0.6 0.1 0.3
0.1 0.1 0.1

Calculated values
spin multiplicity = 1
SMILES string = O/N=C(/NS)[C@H]1CN1
energy = -756.0984 a.u.

***

The following is a DFT calculation (ωB97M-V/def2-TZVPD) of the molecule C3H7N3OS in a non-equilibrium geometry.

Each line ends with the natural charge from an NBO analysis.
Element x y z (Å)
N: -2.852180 -0.407448 0.067267  -0.67
N: -1.796515 0.511015 -0.011525  -0.39
C: -0.619501 0.026447 -0.169558  0.21
S: -0.143654 -1.656368 -0.001538  0.25
C: 1.622958 -1.225627 -0.071324  -0.54
C: 1.708892 0.258021 0.169603  -0.24
N: 0.497405 0.873013 -0.407084  -0.14
O: 0.309607 2.211260 -0.020779  -0.55
H: -3.005394 -0.795436 -0.870602  0.36
H: -3.648997 0.074499 0.433774  0.37
H: 2.193297 -1.860075 0.613316  0.24
H: 1.950066 -1.453529 -1.120221  0.22
H: 1.741218 0.515687 1.248839  0.19
H: 2.592082 0.697527 -0.279192  0.22
H: -0.549285 2.231007 0.419022  0.48

Force components x, y, z for each atom (eV/Å):
0.8 -1.0 -0.2
1.4 0.6 -0.4
-0.6 0.8 0.3
-0.2 0.0 0.1
0.1 -0.5 -1.7
-0.2 1.1 1.1
-0.4 -1.3 0.0
0.5 -0.2 -0.1
-0.4 0.3 0.6
-0.4 0.2 -0.3
-0.2 0.4 0.0
-0.1 0.2 1.0
0.0 -0.3 -0.3
0.1 0.0 -0.2
-0.4 -0.1 0.1

Calculated values
spin multiplicity = 1
SMILES string = N/N=C1\SCCN1O
energy = -756.1155 a.u.

***

The following is a DFT calculation (ωB97M-V/def2-TZVPD) of a structure of composition C3H7N3OS in a non-equilibrium geometry.

Each line ends with the natural charge from an NBO analysis.
Element x y z (Å)
C: 0.647577 2.162378 0.395578  -0.68
C: -0.332937 -0.319845 -0.349794  -0.18
C: 1.033668 -0.643010 -0.556609  0.57
H: 0.190695 3.135473 0.379896  0.20
H: 0.936727 1.847175 1.576073  0.23
H: 1.690188 2.140540 -0.160504  0.27
H: -3.372968 -1.341591 -0.113161  0.38
H: -2.711288 0.213559 -0.769210  0.35
H: 2.485748 -2.291914 0.575118  0.40
H: 0.806763 -2.461267 0.643682  0.40
N: -1.323606 -1.249360 -0.169362  -0.18
N: -2.581338 -0.714348 -0.031613  -0.62
N: 1.387704 -1.839959 -0.097605  -0.81
O: 1.945665 0.118360 -0.735009  -0.59
S: -0.802604 1.243813 -0.587473  0.23

Force components x, y, z for each atom (eV/Å):
1.8 -0.8 0.8
-5.4 -3.5 -0.4
3.0 -1.0 3.2
0.2 0.6 0.3
-1.5 0.4 -3.4
-2.7 0.0 0.9
0.7 -0.4 -0.2
-0.1 -3.4 2.9
-3.5 3.1 -3.6
0.4 2.5 -3.2
2.0 1.8 -0.1
0.5 3.6 -3.0
2.3 -8.8 6.5
0.5 2.0 -2.1
1.9 3.9 1.3

Calculated values
spin multiplicity = 1
energy = -756.0095 a.u.

***

The following is a DFT calculation (ωB97M-V/def2-TZVPD) of a cluster of 2 separate species, C3H7N3OS in total in a non-equilibrium geometry.

Each line ends with the natural charge from an NBO analysis.
Element x y z (Å)
C: -1.999299 -2.567646 -0.353442  0.10
C: 1.000197 0.276148 0.112952  0.44
C: 2.323886 0.879169 -0.433692  -0.67
N: 1.127022 -0.667411 0.970687  -0.69
N: -2.695203 -2.054669 0.378971  -0.37
N: -0.055107 1.114712 -0.260922  -0.85
O: -2.330315 0.992838 0.925453  -0.93
S: -1.665432 0.750249 -0.558285  0.80
H: -1.232206 -2.890796 -1.064670  0.25
H: -2.779376 0.114679 1.173357  0.51
H: 2.381344 1.730300 0.207004  0.22
H: 2.228089 1.131678 -1.499843  0.21
H: 3.121533 0.199326 -0.180299  0.25
H: 0.248336 -0.888947 1.365095  0.33
H: 0.326538 1.880373 -0.782366  0.41

Force components x, y, z for each atom (eV/Å):
2.0 -0.7 -1.7
2.0 0.5 0.8
-1.8 -1.0 0.1
-0.1 0.5 -1.6
-1.2 0.5 1.2
0.2 -0.3 1.2
-0.3 -1.1 3.4
0.1 -0.7 -4.0
-0.8 0.0 0.6
0.3 1.4 -0.4
0.6 1.1 0.1
0.4 0.0 0.4
0.2 -0.1 -0.3
-1.3 -0.4 0.8
-0.5 0.2 -0.6

Calculated values
spin multiplicity = 3
expectation value of S² = 2.006
energy = -755.9901 a.u.

***

The following is a DFT calculation (ωB97M-V/def2-TZVPD) of a structure of composition C3H7N3S in a non-equilibrium geometry.

Each line ends with the natural charge from an NBO analysis.
Element x y z (Å)
C: 0.139578 -0.637750 0.000443  0.21
C: -2.630213 1.121262 0.039335  -0.43
C: 2.616378 -0.377509 0.033355  -0.40
N: -0.332720 0.476967 0.426311  -0.37
N: -1.677916 0.098949 0.519784  -0.36
N: 1.389830 -1.169160 -0.195356  -0.61
S: -1.380181 -1.438000 -0.253024  0.36
H: -2.751690 1.396616 -1.056539  0.18
H: -3.560844 1.063056 0.416535  0.20
H: -2.145158 2.065982 0.379097  0.23
H: 2.743300 0.126622 0.929888  0.20
H: 3.453319 -1.012334 -0.105357  0.20
H: 2.693437 0.378729 -0.722681  0.19
H: 1.442883 -2.093435 -0.411795  0.40

Force components x, y, z for each atom (eV/Å):
0.4 -1.3 -0.7
4.1 1.9 -2.2
-1.1 -0.9 -2.2
1.3 1.1 0.4
-1.5 0.5 -0.2
-0.1 4.2 1.5
-0.6 -0.5 -0.2
0.5 -1.2 0.7
-3.0 -0.7 1.7
-0.5 -0.6 0.3
-0.5 0.6 2.2
0.8 -0.8 -0.1
0.0 0.5 -0.6
0.3 -2.7 -0.6

Calculated values
spin multiplicity = 1
energy = -680.8566 a.u.

***

Relative energy (zero: lowest compared OMol25 entry of this formula, charge and spin) across the listed records, respectively: 220.0, 362.0, 139.9, 85.3, 74.6, 141.1, 0.0, 78.8 kcal per mole.